# 1
DFT (wB97M-V/def2-TZVPD) results for a single H4N4O molecule in a non-equilibrium geometry.

Structure (XYZ):
```
9
Properties=species:S:1:pos:R:3:forces:R:3
N 0.323442 -1.089286 1.333680 0.227 -0.299 -0.873
N 0.185527 0.103455 0.725556 -1.416 -1.808 -0.501
N -0.149811 -0.031017 -0.595470 1.413 4.251 4.382
N -0.385253 1.359800 -0.865987 -0.028 0.317 -2.193
O 0.403394 -0.742482 -1.422535 -0.401 -1.497 -0.968
H 0.506578 -1.850752 0.676573 0.387 -0.021 0.579
H 0.787531 -1.039154 2.232143 -0.051 -0.084 -0.431
H -1.047838 1.805932 -0.241833 -0.025 -0.695 -0.008
H -0.623570 1.483505 -1.842126 -0.105 -0.164 0.014
```
Forces are in eV/Å.

Properties
F_max: 6.27 eV Å⁻¹
2S+1: 1
Total charge: 0
SMILES: N/N=[N+](/N)[O-]
Total energy: -8067.79870 eV

***

# 2
DFT (wB97M-V/def2-TZVPD) results for 2 unconnected molecules or ions with the total composition H4N4O in a non-equilibrium geometry.

Structure (XYZ):
```
9
Properties=species:S:1:pos:R:3:forces:R:3
N 0.182732 -1.460424 -0.384675 0.516 -0.169 0.102
N 1.308583 -1.117570 -0.325453 0.144 -0.783 -0.059
N -1.238280 0.805685 -0.464185 -1.351 -0.180 0.513
N -0.722356 0.310361 0.670174 0.621 0.173 1.362
O 0.353482 1.077302 1.055411 0.135 0.602 -0.378
H 0.607887 0.853260 1.969772 -0.623 -0.322 -0.602
H 1.979483 -1.900340 -0.566480 -0.016 0.299 -0.099
H -1.674950 -0.006901 -0.857037 -0.360 0.195 -0.808
H -0.796581 1.438626 -1.097528 0.934 0.185 -0.031
```
Forces are in eV/Å.

Properties
F_max: 1.51 eV Å⁻¹
2S+1: 1
Total charge: 0
Total energy: -8067.26496 eV

***

# 3
DFT (wB97M-V/def2-TZVPD) results for a gas-phase ion, H4N5 (charge +1) in a non-equilibrium geometry.

Structure (XYZ):
```
9
Properties=species:S:1:pos:R:3:forces:R:3
H 1.396996 -0.429376 -3.029019 0.739 0.218 0.199
N 0.897096 -0.920520 -2.287827 -0.553 -0.477 0.092
N 0.745816 -0.304799 -1.268681 0.198 0.341 -0.436
N 0.017908 -0.021586 -0.377485 -1.325 0.374 0.879
N 0.160334 0.123954 0.952869 0.552 0.491 -2.707
N -0.841114 0.749761 1.631306 -1.214 2.303 -0.945
H 0.469430 -0.720679 1.323742 1.123 -1.530 1.482
H -1.374333 1.409840 0.990262 1.104 -1.010 1.230
H -1.472133 0.113406 2.064833 -0.625 -0.710 0.207
```
Forces are in eV/Å.

Properties
F_max: 2.81 eV Å⁻¹
2S+1: 1
Total charge: +1
SMILES: [H]/N=N/N=[NH+]/N
Total energy: -7502.46854 eV

***

# 4
DFT (wB97M-V/def2-TZVPD) results for 2 unconnected molecules or ions with the total composition H4N5O2 in a non-equilibrium geometry.

Structure (XYZ):
```
11
Properties=species:S:1:pos:R:3:forces:R:3
N -0.724516 -0.203880 1.510689 0.949 -0.058 -3.217
N 0.787303 -0.067448 -1.784099 0.582 -0.422 2.384
N -0.917915 0.065067 2.667747 -0.584 0.494 4.048
N -1.254123 -1.095841 -1.400250 1.853 0.465 -2.985
N -0.159630 -0.738351 -2.362248 -4.993 -2.281 1.222
O -2.243320 -1.868961 -1.651276 1.533 0.751 -0.526
O 0.345916 0.209160 0.871234 0.110 -0.020 0.919
H 1.314193 0.555226 -2.316180 0.576 0.838 -1.188
H 0.840648 -0.025783 -0.754665 -0.406 0.207 0.194
H -0.157010 0.576692 3.232310 -0.264 -0.353 -1.656
H -1.202555 -0.775246 -0.444139 0.644 0.380 0.805
```
Forces are in eV/Å.

Properties
F_max: 5.62 eV Å⁻¹
2S+1: 1
Total charge: -1
Total energy: -11605.27831 eV

***

# 5
DFT (wB97M-V/def2-TZVPD) results for 2 unconnected molecules or ions with the total composition H4NO2PS in a non-equilibrium geometry.

Structure (XYZ):
```
9
Properties=species:S:1:pos:R:3:forces:R:3
N 1.327848 -1.658759 -0.043401 -0.312 1.495 -1.794
O -0.694004 1.033019 0.381039 0.517 0.136 1.092
O 1.428364 0.154179 -1.707706 -0.748 -2.342 0.977
P 2.054672 -0.318450 -0.286912 0.039 0.050 -0.751
S 3.532193 0.618958 0.456228 -0.650 -0.091 -0.246
H 1.488382 -2.080715 0.806717 0.494 -1.327 2.240
H -1.183333 0.269733 0.115537 -0.502 -0.841 -0.174
H 0.835510 -0.703132 -1.784401 1.068 2.211 -0.443
H -0.624257 1.560191 -0.396946 0.093 0.709 -0.902
```
Forces are in eV/Å.

Properties
F_max: 2.65 eV Å⁻¹
2S+1: 1
Total charge: 0
Total energy: -25774.44657 eV

***

# 6
DFT (wB97M-V/def2-TZVPD) results for 2 unconnected molecules or ions with the total composition H4NO2PS in a non-equilibrium geometry.

Structure (XYZ):
```
9
Properties=species:S:1:pos:R:3:forces:R:3
N 0.907411 0.298161 -0.206137 -0.023 -0.817 -0.302
O -1.495257 -0.398108 0.068973 -0.346 -0.202 0.121
O -0.398208 0.952237 1.779858 -0.652 -0.278 0.086
P -0.139157 -0.443787 0.913678 0.580 1.008 -0.005
S 0.936571 -1.304616 -2.219345 0.225 -0.110 -0.385
H 1.895052 0.172593 -0.017277 0.283 0.186 0.267
H -1.665107 0.502039 -0.229304 -0.228 0.232 -0.179
H 0.269307 1.158474 2.429959 0.308 -0.021 0.324
H -0.310613 -0.936993 -2.520406 -0.147 0.003 0.072
```
Forces are in eV/Å.

Properties
F_max: 1.16 eV Å⁻¹
2S+1: 3
Total charge: 0
Total energy: -25771.85063 eV
⟨S²⟩: 2.011

***

Table of relative energy (zero: lowest compared OMol25 entry of this formula, charge and spin) (eV), in record order: 1.082, 1.616, 4.814, 0.386, 2.035, 0.651